The following is a DFT calculation (ωB97M-V with the def2-TZVPD basis set) of C16H18NO3PtS as an isolated structure.

E_tot = -38594.9902 eV
⟨S²⟩ = 3.769
relative energy (zero: lowest compared OMol25 entry of this formula, charge and spin) = 21.8 kcal/mol
orbital gap (spin up / spin down) = 1.9 / 5.8 eV

```
! RIJCOSX wB97M-V def2-TZVPD def2/J DEFGRID3
* xyz -2 4
Pt -0.47 -0.16 -0.62
O -2.66 0.74 -1.04
N -3.39 0.08 -1.89
C -4.70 0.43 -1.95
C -5.58 -0.17 -2.81
C -5.13 -1.18 -3.66
C -3.79 -1.53 -3.59
C -2.90 -0.91 -2.71
S -1.25 -1.38 -2.66
H -4.96 1.21 -1.26
H -6.62 0.14 -2.81
H -5.79 -1.68 -4.35
H -3.40 -2.31 -4.23
C -0.66 0.14 2.81
C -0.23 -1.24 2.31
C -0.58 -2.31 3.37
C -0.87 -1.58 0.97
H -0.20 0.38 3.77
H -1.75 0.17 2.93
H -0.37 0.90 2.08
H 0.85 -1.23 2.19
H -1.66 -2.34 3.51
H -0.11 -2.09 4.33
H -0.24 -3.29 3.04
H -1.96 -1.67 1.09
H -0.48 -2.54 0.61
O 1.01 1.58 0.21
C 2.00 0.91 -0.25
O 1.80 -0.20 -0.87
C 3.37 1.39 -0.06
C 4.48 0.61 -0.50
C 5.77 1.06 -0.35
C 6.03 2.32 0.25
C 4.94 3.08 0.72
C 3.65 2.63 0.58
H 4.27 -0.35 -0.95
H 6.60 0.45 -0.69
H 7.05 2.69 0.34
H 5.13 4.04 1.20
H 2.81 3.21 0.95
*
```

Atom charges from the natural (NBO) analysis, given in e for atoms 1 to 6: Pt 0.9566; O -0.5881; N 0.0297; C 0.0035; C -0.3070; C -0.2272